[1]
Formula: C57H53N7PS4SbSiTi
Source: the Open Molecules 2025 dataset
Level of theory: ωB97M-V with the def2-TZVPD basis set

Calculated values
- electronic energy (eV) = -160566.8899
- total charge = -2

CARTESIAN COORDINATES (ANGSTROEM)
C -3.869 2.766 0.898
H 3.013 -4.972 -5.872
C 1.369 -4.473 -2.938
S 1.919 3.259 4.090
C 2.113 -4.204 -4.089
H -1.020 -4.452 3.012
C 4.263 1.457 -0.313
H 0.656 -5.383 0.280
H 3.928 -2.383 3.759
C -4.217 -1.156 -0.224
N -2.024 1.326 0.115
C 5.503 2.101 -0.242
C 3.777 0.506 0.702
H 2.284 -7.305 -5.457
H -1.629 4.468 -2.324
S 0.782 2.238 0.587
H 2.487 1.248 -1.455
H 2.011 0.933 -5.500
C -4.855 -2.887 3.796
H -4.039 -2.517 4.409
Ti -0.344 0.267 0.390
H -6.178 -3.138 5.464
C 2.433 -5.212 -4.988
H 8.385 0.043 4.119
C -4.686 -2.966 2.412
N -2.157 -2.887 2.238
H -4.471 2.000 -1.686
C -3.431 -2.534 1.776
H 0.321 0.089 -7.107
C -6.196 -0.332 -2.021
H 6.162 1.911 0.593
C 3.844 2.624 -2.400
C 0.954 -5.788 -2.729
C 1.345 0.126 -5.219
H -7.177 0.499 -0.298
C 1.440 -0.428 -3.950
N 3.460 -0.810 2.429
C 6.491 0.049 3.102
H -5.641 -3.497 0.568
H -1.919 4.568 -0.559
C 0.809 -2.297 -0.068
H 0.332 -6.024 -1.874
C -2.969 1.703 1.102
C -4.822 3.117 1.839
C -1.228 -2.311 1.452
C -4.072 -1.380 -1.592
C -0.830 1.245 -2.488
C 7.500 0.620 3.873
H -3.805 3.356 -0.008
H 6.102 3.670 4.376
H -0.992 -2.762 -4.185
C 2.491 -1.065 1.499
H 6.866 3.482 -1.151
C 7.369 1.930 4.321
C 2.028 -6.519 -4.758
Si -1.969 2.231 -1.385
C -3.606 2.185 -2.330
C 1.492 -4.697 0.140
C -6.978 -3.728 2.233
C 0.404 -0.352 -6.121
H 4.298 2.639 3.026
H -1.488 -3.239 4.203
S 0.096 -0.273 2.694
C 0.596 -1.464 -3.567
H -4.048 0.859 4.220
N -1.844 -1.571 0.521
C 1.041 -3.389 -1.991
N 2.665 -0.278 0.461
H -6.962 -0.008 -2.719
C -0.335 -1.950 -4.480
H -8.092 -3.858 4.069
H -5.482 3.953 1.631
H -5.639 2.732 3.797
C -1.417 4.001 -1.351
H -3.584 1.392 -3.087
H 5.386 3.970 -3.078
C 4.273 0.201 1.941
N 1.089 -3.513 -0.607
H 0.953 -7.813 -3.432
H 2.181 -0.064 -3.248
H 2.456 -3.193 -4.271
C -4.023 1.398 3.279
H 4.086 -0.742 4.418
C 5.219 2.092 3.234
H 8.154 2.380 4.918
H -3.759 3.144 -2.843
H -2.409 0.223 2.560
C -5.344 -0.474 0.232
C 3.497 -1.381 3.766
H 2.294 -5.210 -0.385
C 3.452 1.731 -1.414
C -6.322 -0.058 -0.664
H -0.350 4.075 -1.143
C -0.436 -1.395 -5.749
H -1.171 -1.778 -6.446
H 1.836 -4.381 1.119
N 0.565 -1.420 -1.036
S -1.025 5.084 2.471
C -6.067 -3.218 4.389
H -4.941 -1.183 -3.544
P 0.801 -2.061 1.795
C -5.063 -0.987 -2.484
H -5.442 -0.253 1.289
C 6.226 2.658 4.006
H -2.696 -4.390 3.589
C -7.138 -3.630 3.610
C 5.354 0.784 2.764
C -5.763 -3.411 1.642
H 2.485 -1.431 4.159
C 5.904 2.988 -1.235
C -3.209 -1.726 0.700
C -4.916 2.436 3.045
C 5.078 3.261 -2.317
Sb -0.059 3.007 2.876
H 0.217 1.345 -2.182
H 6.588 -0.973 2.749
H 3.167 2.845 -3.220
C 0.732 -2.082 -2.229
H -0.901 1.590 -3.526
C -1.825 -3.794 3.326
C -3.077 1.038 2.331
H -3.175 -1.875 -1.950
H -7.804 -4.057 1.613
C 1.286 -6.800 -3.624
H -1.101 0.186 -2.472

***

[2]
Formula: C3H6Br2N2
Source: the Open Molecules 2025 dataset
Level of theory: ωB97M-V with the def2-TZVPD basis set

Calculated values
- electronic energy (eV) = -146267.7935

CARTESIAN COORDINATES (ANGSTROEM)
H 0.881 0.337 -1.665
N 0.098 -2.100 -0.268
H -0.711 -0.174 -1.397
Br -0.697 -3.091 1.033
N -1.420 1.156 0.539
C 0.752 -0.925 0.004
C -0.208 1.495 -0.097
H 0.530 1.872 0.593
H 0.497 -0.541 1.009
Br -1.351 0.454 2.179
H 1.816 -0.811 -0.153
H -0.371 2.145 -0.838
C 0.185 0.183 -0.939

***

[3]
Formula: C15H44O6S4Si2
Source: the Open Molecules 2025 dataset
Level of theory: ωB97M-V with the def2-TZVPD basis set

Calculated values
- electronic energy (eV) = -87648.0699

CARTESIAN COORDINATES (ANGSTROEM)
H -7.822 2.838 0.789
H -2.082 -0.568 0.607
H 7.137 -3.272 0.370
H 2.731 -1.700 0.064
O 1.748 -0.640 -1.391
H -3.359 0.955 -1.492
O 4.633 2.021 2.911
H 1.215 -4.744 0.200
O 4.890 -2.064 1.543
H -10.901 3.094 -1.528
C -7.506 2.712 -0.246
H 4.146 0.714 0.302
H 3.716 -0.972 -1.174
H 2.476 1.225 0.153
H -2.239 -2.953 0.504
H -5.996 1.881 -4.439
H 6.344 -2.383 -0.957
H -3.857 0.549 -3.963
H -10.235 3.442 0.086
Si -4.237 -0.234 -1.348
C -4.838 0.091 -4.090
H -4.664 -0.857 -4.593
H -5.123 1.295 -5.856
C 0.525 -0.653 -0.673
H 0.023 0.306 -0.793
H -0.480 -1.719 -2.232
H 4.243 5.104 1.179
H 2.853 -2.846 3.983
C 3.118 0.383 0.398
H -7.233 3.670 -0.689
C 3.027 -3.350 3.034
H -6.137 0.653 -2.469
H 0.734 -0.789 0.388
C 2.856 -0.801 -0.532
H 6.870 -0.827 3.277
O -8.420 2.000 -2.617
S 3.948 3.330 2.755
C -5.480 -0.180 -2.717
H 3.466 -4.332 3.208
C 6.962 -2.289 -0.067
C 7.274 -1.374 2.428
C -5.685 0.990 -4.976
H 8.207 -0.915 2.103
H -6.575 0.474 -5.323
H 5.705 4.071 1.316
H 7.425 -2.420 2.691
H -9.557 4.255 -1.363
O 0.650 -4.522 3.048
C 4.734 4.457 3.912
C -0.378 -1.778 -1.150
S 1.433 -3.557 2.236
H 7.904 -1.805 -0.323
H 4.274 3.491 0.422
H 2.970 0.116 1.438
H 4.354 5.466 3.751
H -4.921 -0.150 -0.029
H 2.760 -3.855 0.266
Si -2.042 -1.737 -0.311
S -8.845 1.980 -1.194
H 4.477 4.124 4.916
H 3.676 -2.742 2.400
S 6.068 -1.265 1.107
O -3.310 -1.612 -1.368
H -6.118 -1.059 -2.744
H 0.080 -2.741 -0.932
H -6.661 2.027 -0.289
C 2.063 -4.476 0.826
H 5.814 4.421 3.773
H 2.556 -5.379 1.185
C 4.616 4.084 1.268
C -9.999 3.339 -0.973